Record 1
The following is a quantum chemistry calculation of 2 unconnected molecules or ions with the total composition C5H13NO in a non-equilibrium geometry, from the OMol25 dataset.

The geometry in ORCA input format:
```
! wB97M-V def2-TZVPD RIJCOSX def2/J DEFGRID3
* xyz 0 1
C -0.0590 0.0983 1.5918
N -1.3274 0.2468 2.2788
C 0.2743 1.1607 0.5251
O 1.5472 0.9995 0.0188
H -2.1032 0.2034 1.6235
H -1.3702 1.1447 2.7559
H 0.2295 2.1646 0.9641
H -0.0429 -0.8883 1.1180
H 0.7393 0.1173 2.3429
C 0.1539 -1.7932 -1.6196
C -0.8610 1.1766 -0.6623
C 1.4600 -1.5461 -1.4658
H -0.4393 -2.2326 -0.8339
H -0.3879 -1.4614 -2.4908
H 1.5787 0.1096 -0.5047
H 2.0054 -1.9643 -0.6304
H -1.7612 1.5355 -0.1824
H -0.5593 1.9059 -1.4183
H -1.1342 0.2300 -1.1116
H 2.0573 -1.2069 -2.2991
*
```

Computed properties:
SMILES string: C[C@H](O)CN.C=C
Electronic energy: -8931.8280 eV
HOMO level: -8.93 eV
Energy above the lowest of the compared OMol25 structures with the same formula, charge and spin: 50.34 kcal/mol
Gap between HOMO and LUMO: 9.93 eV
LUMO: 0.99 eV

What are the Mulliken partial charges on each atom? They are as follows, in elementary charge units: number 1, C, carries -0.52; number 2, N, carries -0.62; number 3, C, carries 0.22; number 4, O, carries -0.56; number 5, H, carries 0.24; number 6, H, carries 0.28; number 7, H, carries 0.32; number 8, H, carries 0.20; number 9, H, carries 0.32; number 10, C, carries -0.54; number 11, C, carries -1.28; number 12, C, carries -0.66; number 13, H, carries 0.33; number 14, H, carries 0.28; number 15, H, carries 0.26; number 16, H, carries 0.38; number 17, H, carries 0.44; number 18, H, carries 0.30; number 19, H, carries 0.30; number 20, H, carries 0.32


Record 2
The following is a quantum chemistry calculation of a molecular structure, CH3InO in a non-equilibrium geometry, from the OMol25 dataset.

The geometry in ORCA input format:
```
! wB97M-V def2-TZVPD RIJCOSX def2/J DEFGRID3
* xyz 2 1
In 1.9607 2.0349 -2.1844
C -0.4196 -0.4247 0.4984
O 0.4751 0.3984 -0.1898
H -0.8809 0.0429 1.3683
H -1.1121 -0.6625 -0.3091
H -0.0232 -1.3889 0.8166
*
```

Computed properties:
Electronic energy: -8281.0524 eV
HOMO level: -21.12 eV
Energy above the lowest of the compared OMol25 structures with the same formula, charge and spin: 23.97 kcal/mol
Gap between HOMO and LUMO: 4.66 eV
LUMO: -16.47 eV

What are the Mulliken partial charges on each atom? They are as follows, in elementary charge units: number 1, In, carries 1.05; number 2, C, carries -0.16; number 3, O, carries 0.08; number 4, H, carries 0.30; number 5, H, carries 0.37; number 6, H, carries 0.36


Record 3
The following is a quantum chemistry calculation of a molecular structure, C24H28NO3Pm in a non-equilibrium geometry, from the OMol25 dataset.

The geometry in ORCA input format:
```
! wB97M-V def2-TZVPD RIJCOSX def2/J DEFGRID3
* xyz 0 5
C -2.6148 -1.9116 2.7118
C -2.3735 -0.5094 2.4914
C -2.5876 -0.2222 1.1212
H -2.2069 0.2413 3.2645
C -2.8444 -1.4408 0.4552
C -2.8504 -2.4900 1.4151
H -3.1632 -1.5153 -0.6009
C 1.9112 -1.5723 2.9429
C 1.0416 -0.4886 3.3278
C 1.1459 0.5219 2.3310
H 0.3945 -0.4670 4.2036
C 2.0137 0.0711 1.2909
C 2.4296 -1.2331 1.6511
H -2.6711 0.7744 0.6683
H -2.9400 -3.5678 1.1857
H -2.3124 -2.4741 3.6335
H 3.1743 -1.8110 1.0920
H 0.7606 1.5360 2.4171
H 1.9245 -2.5999 3.4097
Pm -0.2193 -2.4262 1.7511
C 2.6586 0.9912 0.2310
C 4.1885 0.8124 0.3567
C 2.3547 2.4417 0.4317
H 4.5131 1.1271 1.3359
H 4.7208 1.4280 -0.3588
H 4.5259 -0.2077 0.2231
H 2.6987 2.7868 1.4105
H 1.2814 2.6506 0.3418
H 2.8766 3.0583 -0.3233
C 2.1789 0.6285 -1.2445
C 0.8964 1.2235 -1.9039
H 2.2739 -0.4853 -1.3650
H 2.9954 0.9775 -1.8997
O -0.0303 1.6012 -1.2178
N 0.7823 1.3969 -3.2190
C -0.6223 1.2177 -3.6666
H 1.5067 1.1637 -3.8745
C -1.6166 1.9290 -2.8090
C -2.9153 1.4351 -2.5999
H -3.1658 0.4120 -2.9590
C -3.9171 2.1467 -1.8860
H -4.9246 1.7241 -1.7354
C -3.6205 3.4198 -1.3687
H -4.3803 3.9980 -0.8426
C -2.3437 3.9419 -1.5456
H -2.0554 4.9318 -1.1170
C -1.3722 3.2289 -2.2768
H -0.3725 3.6348 -2.3734
H -0.8198 0.1684 -3.5093
H -0.7113 1.4843 -4.7148
C 0.6873 -5.0705 1.1079
C 0.5622 -4.4916 -0.2986
O 0.7021 -5.1982 -1.2842
O 0.2894 -3.1644 -0.2516
H 0.8594 -6.1481 1.0562
H -0.2516 -4.9592 1.7228
H 1.5549 -4.6504 1.6648
*
```

Computed properties:
Electronic energy: -49528.3013 eV
HOMO level (spin up / spin down): -7.80 / -7.80 eV
Gap between HOMO and LUMO (spin up / spin down): 6.95 / 7.05 eV
Expectation value of S²: 6.01
LUMO (spin up / spin down): -0.85 / -0.76 eV

What are the Mulliken partial charges on each atom? They are as follows, in elementary charge units: number 1, C, carries -0.65; number 2, C, carries -0.84; number 3, C, carries 0.22; number 4, H, carries 0.43; number 5, C, carries -0.45; number 6, C, carries -0.85; number 7, H, carries 0.40; number 8, C, carries -0.94; number 9, C, carries -0.89; number 10, C, carries -0.60; number 11, H, carries 0.49; number 12, C, carries 0.49; number 13, C, carries -0.89; number 14, H, carries 0.36; number 15, H, carries 0.62; number 16, H, carries 0.48; number 17, H, carries 0.35; number 18, H, carries 0.48; number 19, H, carries 0.59; number 20, Pm, carries 1.05; number 21, C, carries 2.55; number 22, C, carries -1.87; number 23, C, carries -2.37; number 24, H, carries 0.44; number 25, H, carries 0.50; number 26, H, carries 0.35; number 27, H, carries 0.55; number 28, H, carries 0.33; number 29, H, carries 0.37; number 30, C, carries -1.35; number 31, C, carries 0.77; number 32, H, carries 0.29; number 33, H, carries 0.47; number 34, O, carries -0.51; number 35, N, carries -0.29; number 36, C, carries -1.16; number 37, H, carries 0.29; number 38, C, carries 1.04; number 39, C, carries -0.24; number 40, H, carries 0.29; number 41, C, carries -0.72; number 42, H, carries 0.33; number 43, C, carries -0.31; number 44, H, carries 0.37; number 45, C, carries -0.74; number 46, H, carries 0.33; number 47, C, carries -0.22; number 48, H, carries 0.28; number 49, H, carries 0.36; number 50, H, carries 0.40; number 51, C, carries -0.92; number 52, C, carries 0.71; number 53, O, carries -0.62; number 54, O, carries -0.45; number 55, H, carries 0.36; number 56, H, carries 0.22; number 57, H, carries 0.29


Record 4
The following is a quantum chemistry calculation of a molecular structure, C10H17N2O3 in a non-equilibrium geometry, from the OMol25 dataset.

The geometry in ORCA input format:
```
! wB97M-V def2-TZVPD RIJCOSX def2/J DEFGRID3
* xyz 1 1
C -2.1604 -2.2775 -1.0259
C 0.2225 0.7404 -0.4403
C -3.2454 0.9650 -0.4744
C -1.9598 1.8581 -0.2392
C -1.4344 0.0267 1.1402
C -3.1026 -0.3723 0.1973
C 2.9815 1.0695 -0.1310
C 2.9259 -0.9363 1.4482
C 2.7703 -1.2388 -1.0690
C 2.4706 -0.2791 0.1127
N -2.6284 -1.3939 -0.5304
N -0.9607 0.9324 0.2300
O 0.4828 1.3111 -1.4584
O -4.1002 -0.8882 0.9537
O 0.9600 -0.1749 0.1497
H -1.5710 -2.9229 -1.5727
H -4.0102 1.4217 0.0881
H -3.6167 1.0344 -1.5662
H -1.5142 2.4251 -1.1598
H -2.2805 2.6048 0.5098
H -1.9466 0.4513 1.9926
H -0.8300 -0.9181 1.2402
H 3.0825 1.2455 -1.1968
H 2.5084 2.0054 0.2284
H 4.1224 1.2522 0.0519
H 2.6601 -0.4327 2.4071
H 3.9457 -1.2551 1.4124
H 2.5379 -1.8809 1.5213
H 2.3562 -2.2412 -0.7731
H 2.1969 -0.7692 -1.9446
H 3.8120 -1.2109 -1.3552
H -4.6746 -0.1518 1.2535
*
```

Computed properties:
Electronic energy: -19757.9578 eV
HOMO level: -12.62 eV
Energy above the lowest of the compared OMol25 structures with the same formula, charge and spin: 41.99 kcal/mol
Gap between HOMO and LUMO: 8.63 eV
LUMO: -3.99 eV

What are the Mulliken partial charges on each atom? They are as follows, in elementary charge units: number 1, C, carries -0.09; number 2, C, carries 0.77; number 3, C, carries -0.74; number 4, C, carries -0.64; number 5, C, carries -0.91; number 6, C, carries 0.51; number 7, C, carries -1.47; number 8, C, carries -1.78; number 9, C, carries -1.43; number 10, C, carries 1.46; number 11, N, carries 0.09; number 12, N, carries 0.13; number 13, O, carries -0.58; number 14, O, carries -0.52; number 15, O, carries -0.31; number 16, H, carries 0.51; number 17, H, carries 0.30; number 18, H, carries 0.31; number 19, H, carries 0.34; number 20, H, carries 0.32; number 21, H, carries 0.39; number 22, H, carries 0.44; number 23, H, carries 0.44; number 24, H, carries 0.32; number 25, H, carries 0.34; number 26, H, carries 0.34; number 27, H, carries 0.47; number 28, H, carries 0.51; number 29, H, carries 0.31; number 30, H, carries 0.34; number 31, H, carries 0.43; number 32, H, carries 0.40


Record 5
The following is a quantum chemistry calculation of a gas-phase ion, C9H10N3O (charge +1) in a non-equilibrium geometry, from the OMol25 dataset.

The geometry in ORCA input format:
```
! wB97M-V def2-TZVPD RIJCOSX def2/J DEFGRID3
* xyz 1 1
C -2.8911 -0.1811 1.1344
C -1.4648 -0.3251 1.1315
C -3.4734 0.4491 0.0787
C -1.5413 0.9904 -0.9169
C -0.8726 0.3219 0.0647
C 2.8336 -0.4695 -0.2872
C 3.2295 0.6545 0.2711
C 0.6069 0.3875 0.0230
C 0.9718 -1.8873 -0.8669
N -2.8166 1.0919 -0.9540
N 1.3796 -0.6039 -0.3373
N 1.1009 1.5709 0.3800
O 2.5303 1.6758 0.6832
H -3.4098 -0.3775 2.0547
H -0.9889 -0.9989 1.8408
H -4.4766 0.5641 -0.0210
H -0.9223 1.6365 -1.6148
H 3.2432 -1.3204 -0.8090
H 4.1992 1.0987 0.4908
H 1.3802 -2.8605 -0.5001
H -0.1510 -1.9217 -0.5336
H 1.0687 -1.8379 -1.9219
H 0.4645 2.3426 0.6098
*
```

Computed properties:
SMILES string: CN1C=CO[NH+]=C1c1cccnc1
Electronic energy: -16002.0973 eV
HOMO level: -12.88 eV
Energy above the lowest of the compared OMol25 structures with the same formula, charge and spin: 93.89 kcal/mol
Gap between HOMO and LUMO: 9.15 eV
LUMO: -3.73 eV

What are the Mulliken partial charges on each atom? They are as follows, in elementary charge units: number 1, C, carries -0.66; number 2, C, carries 0.14; number 3, C, carries -0.31; number 4, C, carries 0.04; number 5, C, carries -0.52; number 6, C, carries -0.35; number 7, C, carries -0.24; number 8, C, carries 0.78; number 9, C, carries -0.98; number 10, N, carries -0.57; number 11, N, carries -0.02; number 12, N, carries -0.07; number 13, O, carries -0.30; number 14, H, carries 0.42; number 15, H, carries 0.46; number 16, H, carries 0.52; number 17, H, carries 0.38; number 18, H, carries 0.46; number 19, H, carries 0.43; number 20, H, carries 0.36; number 21, H, carries 0.33; number 22, H, carries 0.40; number 23, H, carries 0.31


Record 6
The following is a quantum chemistry calculation of a molecular structure, C21H35FP2W in a non-equilibrium geometry, from the OMol25 dataset.

The geometry in ORCA input format:
```
! wB97M-V def2-TZVPD RIJCOSX def2/J DEFGRID3
* xyz 2 3
P -1.5443 -0.4223 -2.5860
P 0.1229 -2.7511 -0.6523
C -1.1401 -2.1651 -3.1216
C -1.0307 -3.2196 -2.0034
H -0.2064 -2.1070 -3.7033
H -1.9503 -2.4392 -3.8227
H -2.0165 -3.4226 -1.5659
H -0.6452 -4.1643 -2.4236
C 1.6855 -2.9974 -1.5794
H 2.5388 -2.7853 -0.9204
H 1.7341 -2.3358 -2.4570
H 1.7042 -4.0489 -1.9012
C 0.1635 -4.1514 0.4902
H 0.5469 -5.0303 -0.0364
H -0.8296 -4.3606 0.8935
H 0.8364 -3.9096 1.3193
C -1.9801 0.2719 -4.2134
H -2.3788 1.2864 -4.0970
H -2.7390 -0.3724 -4.6634
H -1.0936 0.3088 -4.8530
C -3.2670 -0.7869 -1.9998
H -3.2674 -1.4834 -1.1439
H -3.8098 -1.2425 -2.8416
H -3.7456 0.1582 -1.7001
W 0.1370 1.8589 0.8817
C 0.6452 -0.2481 1.6873
C 1.4656 0.0502 0.5770
C 1.2313 0.1216 -0.9152
C 0.7207 1.4451 -1.5193
C -0.7336 1.7176 -1.1902
C -1.5818 1.0912 -0.2101
C -1.5033 -0.2688 0.4117
C -0.8087 -0.4397 1.7817
C -1.3402 2.8873 1.9008
H 1.1813 -0.3644 2.6212
H 2.5183 0.1527 0.8441
H 0.5700 -0.6861 -1.2863
H 2.2067 -0.1031 -1.3973
H 1.4167 2.2903 -1.2722
H 0.7706 1.3914 -2.6280
H -1.1753 2.5829 -1.7078
H -2.5878 1.5234 -0.1596
H -1.0570 -1.0154 -0.2885
H -2.5474 -0.6284 0.5459
H -1.3093 0.1989 2.5452
H -0.9765 -1.4807 2.1497
H -1.3291 2.6650 2.9747
H -2.3469 2.8462 1.4704
H -0.8646 3.8759 1.7077
F 4.1286 3.7186 5.4483
C 3.3746 3.1487 4.4497
C 2.2491 2.4215 4.8186
C 1.3840 1.9917 3.7961
C 1.6709 2.3067 2.4613
C 2.8607 2.9637 2.1128
C 3.7274 3.4021 3.1219
H 2.0233 2.2153 5.8585
H 0.4783 1.4428 4.0438
H 3.0809 3.1433 1.0574
H 4.6323 3.9520 2.8893
*
```

Computed properties:
Electronic energy: -45441.1618 eV
HOMO level (spin up / spin down): -13.80 / -13.71 eV
Energy above the lowest of the compared OMol25 structures with the same formula, charge and spin: 0.00 kcal/mol
Gap between HOMO and LUMO (spin up / spin down): 4.70 / 4.86 eV
Expectation value of S²: 2.06
LUMO (spin up / spin down): -9.10 / -8.85 eV

What are the Mulliken partial charges on each atom? They are as follows, in elementary charge units: number 1, P, carries 1.22; number 2, P, carries 1.37; number 3, C, carries -1.28; number 4, C, carries -1.07; number 5, H, carries 0.38; number 6, H, carries 0.67; number 7, H, carries 0.39; number 8, H, carries 0.60; number 9, C, carries -1.45; number 10, H, carries 0.36; number 11, H, carries 0.38; number 12, H, carries 0.50; number 13, C, carries -1.32; number 14, H, carries 0.46; number 15, H, carries 0.42; number 16, H, carries 0.38; number 17, C, carries -1.29; number 18, H, carries 0.38; number 19, H, carries 0.47; number 20, H, carries 0.41; number 21, C, carries -1.47; number 22, H, carries 0.29; number 23, H, carries 0.51; number 24, H, carries 0.38; number 25, W, carries 1.03; number 26, C, carries -0.41; number 27, C, carries -0.43; number 28, C, carries 1.06; number 29, C, carries -1.68; number 30, C, carries -0.31; number 31, C, carries -0.38; number 32, C, carries 0.13; number 33, C, carries -1.50; number 34, C, carries -1.27; number 35, H, carries 0.70; number 36, H, carries 0.49; number 37, H, carries -1.76; number 38, H, carries 0.84; number 39, H, carries 0.55; number 40, H, carries 0.70; number 41, H, carries 0.38; number 42, H, carries 0.90; number 43, H, carries -1.97; number 44, H, carries 0.87; number 45, H, carries 0.37; number 46, H, carries 0.72; number 47, H, carries 0.43; number 48, H, carries 0.30; number 49, H, carries 0.51; number 50, F, carries -0.27; number 51, C, carries 0.30; number 52, C, carries -0.77; number 53, C, carries -0.20; number 54, C, carries 0.28; number 55, C, carries -0.20; number 56, C, carries -0.74; number 57, H, carries 0.47; number 58, H, carries 0.35; number 59, H, carries 0.38; number 60, H, carries 0.46